Entry 1:
DFT (wB97M-V/def2-TZVPD) results for a 2-piece molecular cluster, C4H12OS2 overall at a distorted geometry.

As for the structure (SMILES): CCSSCC.O. As for the molar mass: 140.3 g mol⁻¹. For the largest force on an atom, the calculation gives 2.03 eV Å⁻¹. Its total energy is -28059.9399 eV. The calculation puts the HOMO energy at -8.12 eV. Its gap between HOMO and LUMO is 8.707 eV.

```
! wB97M-V def2-TZVPD RIJCOSX def2/J DEFGRID3
* xyz 0 1
C 0.52767 -1.68228 -2.68441
C -0.57137 -1.98208 -1.60912
S 0.01075 -1.53141 0.04706
S -1.33883 -0.11670 0.66444
C -0.15535 1.09484 1.38044
C -0.30750 1.23655 2.92130
H 0.03072 -1.47468 -3.62735
H 1.20931 -0.88640 -2.41199
H 1.06965 -2.62766 -2.75237
H -1.51824 -1.57022 -1.97270
H -0.86385 -3.03477 -1.59526
H -0.20573 2.08072 0.89247
H 0.89681 0.91511 1.14771
H -1.36102 1.35544 3.12381
H 0.17158 0.37475 3.37068
H 0.20541 2.17060 3.15302
O 2.50497 3.68868 -1.04220
H 1.72860 3.29659 -0.63096
H 3.17195 3.04632 -0.81192
*
```

=====

Entry 2:
DFT (wB97M-V/def2-TZVPD) results for C25H23AsIrNO6S as an isolated structure.

As for the expectation value of S²: 0.80. As for the molar mass: 732.7 g mol⁻¹. For the largest force on an atom, the calculation gives 0.20 eV Å⁻¹. Its total energy is -114578.8174 eV. The calculation puts the HOMO energy (alpha / beta) at -11.16 / -12.17 eV. Its gap between HOMO and LUMO (alpha / beta) is 6.737 / 6.833 eV.

```
! wB97M-V def2-TZVPD RIJCOSX def2/J DEFGRID3
* xyz 1 2
Ir 0.63134 -0.30336 0.35589
C -0.55102 -3.35480 -3.26732
C 0.47922 -2.66859 -2.41885
C 0.60719 -2.98228 -1.07619
C 1.57219 -2.34890 -0.27182
C 2.39006 -1.33837 -0.82098
C 2.29391 -1.07721 -2.20439
C 1.35909 -1.72396 -2.97583
H -1.52536 -3.34508 -2.77686
H -0.27709 -4.39869 -3.42952
H -0.64749 -2.87781 -4.24105
H -0.01023 -3.75915 -0.64023
H 1.77401 -2.71058 0.72726
H 3.21998 -0.93943 -0.25198
H 2.97490 -0.37102 -2.65956
H 1.29302 -1.50308 -4.03436
O 0.50408 3.48599 2.09580
As 0.69396 1.77118 2.08104
O 1.70860 1.34588 0.74797
O -0.61233 0.87814 1.47464
C 1.03566 1.38529 3.90711
C 1.19709 2.46022 4.77326
C 1.33753 2.22050 6.13337
C 1.31343 0.92289 6.61309
C 1.15967 -0.14941 5.74217
C 1.01384 0.07408 4.38613
S 0.87308 -1.35637 3.32295
O 1.64234 -2.39099 3.93875
O 1.60557 -0.82929 2.08423
O -0.50885 -1.60999 3.02430
H 0.37821 3.85096 1.20901
H 1.21038 3.47267 4.39634
H 1.46862 3.05281 6.81080
H 1.42698 0.73502 7.67212
H 1.17381 -1.16737 6.10716
C -4.47471 -0.39240 -0.11930
C -4.14398 0.75034 -0.84155
C -2.84262 0.96938 -1.24582
C -1.85141 0.02781 -0.93562
C -2.19057 -1.11428 -0.20101
C -3.49403 -1.31971 0.20684
N -0.49921 0.27690 -1.20466
C -0.14304 0.98137 -2.33530
C 1.02791 1.75803 -2.33224
C 1.39576 2.45644 -3.46329
C 0.62941 2.37237 -4.62311
C -0.51536 1.58285 -4.64318
C -0.90813 0.89454 -3.51304
H -5.49537 -0.55188 0.20051
H -4.90411 1.48521 -1.06913
H -2.57242 1.88425 -1.75543
H -1.43563 -1.85608 0.03678
H -3.74281 -2.20222 0.77971
H 1.61427 1.81807 -1.42523
H 2.28709 3.06936 -3.44775
H 0.92923 2.91178 -5.51127
H -1.09828 1.49648 -5.55022
H -1.77738 0.25146 -3.54119
*
```

=====

Entry 3:
DFT (wB97M-V/def2-TZVPD) results for a 8-piece molecular cluster, C24H38N2O20 overall at a distorted geometry.

As for the structure (SMILES): O=C1OCCO1.O=C1OCCO1.O=C1OCCO1.O=C1OCCO1.O=C1OCCO1.O=C1OCCO1.CN(C)C=O.CN(C)C=O. As for the molar mass: 674.6 g mol⁻¹. For the largest force on an atom, the calculation gives 4.52 eV Å⁻¹. Its total energy is -69433.9077 eV. The calculation puts the HOMO energy at -9.00 eV. Its gap between HOMO and LUMO is 9.106 eV.

```
! wB97M-V def2-TZVPD RIJCOSX def2/J DEFGRID3
* xyz 0 1
O -20.54025 -1.74232 -5.89430
C -20.40256 -0.56307 -5.89824
O -20.57104 0.33731 -6.86322
C -20.30285 1.69590 -6.30649
C -20.32152 1.43231 -4.78463
O -20.08022 0.02681 -4.72367
H -19.38884 1.98938 -6.76093
H -21.17455 2.19564 -6.69460
H -21.21441 1.71404 -4.21563
H -19.46874 1.89995 -4.30844
O -16.58410 -6.54945 0.38431
C -16.69168 -5.58923 -0.27590
O -16.19448 -5.44103 -1.52164
C -16.52660 -4.07434 -1.98515
C -17.25349 -3.35927 -0.77954
O -17.42101 -4.45865 0.06662
H -15.55289 -3.66534 -2.23827
H -17.08375 -4.14217 -2.95805
H -18.19305 -2.92125 -1.04763
H -16.55238 -2.59240 -0.34433
O -23.98853 -4.57481 -9.52241
C -23.58549 -3.57838 -10.07129
O -22.57439 -2.92352 -9.60178
C -22.19366 -1.74829 -10.39931
C -23.18584 -1.91189 -11.56551
O -24.02812 -3.01022 -11.21847
H -22.27215 -0.84043 -9.83846
H -21.16340 -2.01364 -10.66230
H -22.73326 -2.11772 -12.55506
H -23.88677 -1.08477 -11.70182
O -25.73802 -6.67057 -7.11988
C -25.96783 -6.69070 -8.28456
O -26.87959 -6.00511 -8.93423
C -26.73396 -6.08244 -10.37810
C -25.78863 -7.31737 -10.46956
O -25.19093 -7.33834 -9.15042
H -27.69320 -6.16135 -10.87036
H -26.17643 -5.23859 -10.77506
H -25.03062 -7.11973 -11.28909
H -26.37712 -8.23034 -10.67246
O -17.18848 1.88867 -4.46538
C -16.94988 0.70770 -4.65585
O -16.53946 0.29553 -5.85834
C -16.25595 -1.12914 -5.83276
C -16.94174 -1.57739 -4.52263
O -17.13557 -0.30958 -3.79644
H -16.73217 -1.66181 -6.64346
H -15.15791 -1.31994 -5.83949
H -16.29199 -2.22253 -3.92306
H -17.86234 -2.11617 -4.77762
O -17.56415 -4.29749 -5.67651
C -18.48248 -4.26873 -6.48396
O -19.58041 -4.99071 -6.30895
C -20.54853 -4.75685 -7.38735
C -19.83656 -3.89598 -8.28181
O -18.52973 -3.62413 -7.62862
H -20.88147 -5.72837 -7.68641
H -21.40665 -4.17522 -6.99385
H -20.29405 -2.91520 -8.38881
H -19.58681 -4.23142 -9.30187
C -18.56170 -6.90961 -3.52321
N -19.43335 -6.36014 -2.47943
C -19.96169 -7.26600 -1.46872
C -19.63718 -5.02739 -2.35499
O -20.07973 -4.42240 -1.41652
H -18.96637 -7.84506 -3.92560
H -17.57988 -7.13926 -3.11861
H -18.45280 -6.15425 -4.28778
H -20.48955 -8.06057 -1.95820
H -19.23307 -7.65174 -0.70365
H -20.70456 -6.71417 -0.84931
H -19.29335 -4.53971 -3.30955
C -24.79579 -2.72219 -6.20057
N -24.76054 -1.61769 -7.10917
C -23.81673 -0.49420 -6.94548
C -25.59386 -1.65287 -8.20618
O -25.59816 -0.78700 -9.05986
H -24.62309 -2.40610 -5.16122
H -24.13380 -3.54335 -6.55290
H -25.78898 -3.15279 -6.11706
H -24.29963 0.38770 -7.35705
H -23.52567 -0.30427 -5.93129
H -22.87324 -0.67318 -7.52138
H -26.15957 -2.56865 -8.24895
*
```